1.
The following is a quantum chemistry calculation of a molecular structure, C5H6LiO4Yb at a distorted geometry, from the Open Molecules 2025 dataset.

Summary:
- HOMO energy (alpha / beta) (eV) = -5.486 / -6.761
- E_LUMO (alpha / beta) (eV) = -0.48 / -0.59
- energy relative to the best compared isomer or geometry (same formula, charge and spin) (kcal per mole) = 220.25
- F_max (eV Å⁻¹) = 9.7

```
! RIJCOSX wB97M-V def2-TZVPD def2/J DEFGRID3
* xyz 0 2
Yb 4.08331 1.27681 0.06998
O -3.05020 -0.04389 0.94211
O -3.38999 -1.02886 -0.99960
O 2.96827 -0.15139 1.39414
O -1.34378 -0.40302 -0.48736
C 1.81707 -0.79224 1.01416
C -2.64417 -0.42190 -0.18606
C 1.16623 -0.42927 -0.20364
C -0.38097 0.51564 0.06115
C 1.17910 0.61552 -1.21186
Li -4.81301 -0.59232 0.26481
H 1.97404 -1.66871 -0.03683
H 0.79882 1.56642 -1.60406
H -0.88558 0.73856 1.02552
H 1.47250 0.16896 -2.17611
H 1.08982 -0.88912 1.84119
H -0.04144 1.53882 0.29246
*
```

---

2.
The following is a quantum chemistry calculation of C2H5N5 in the gas phase at a distorted geometry, from the Open Molecules 2025 dataset.

Summary:
- SMILES = CNc1nn[nH]n1
- HOMO energy (eV) = -8.898
- E_LUMO (eV) = 1.05
- energy relative to the best compared isomer or geometry (same formula, charge and spin) (kcal per mole) = 41.36
- F_max (eV Å⁻¹) = 2.3

```
! RIJCOSX wB97M-V def2-TZVPD def2/J DEFGRID3
* xyz 0 1
N -0.74113 1.71562 0.58060
N 1.05462 0.37472 -0.33540
N -2.23989 0.28445 0.41279
N -2.05145 1.52899 0.76527
N -1.19033 -0.40017 0.00007
C 1.62525 -0.97129 -0.46612
C -0.26480 0.53967 0.05713
H 1.12189 -1.46000 -1.30463
H -3.12147 -0.23349 0.56482
H 2.70220 -0.95734 -0.73906
H 1.47088 -1.51502 0.42664
H 1.63423 1.09386 0.03789
*
```

---

3.
The following is a quantum chemistry calculation of 12 unconnected molecules or ions with the total composition C6H36N2O11 at a distorted geometry, from the Open Molecules 2025 dataset.

Summary:
- SMILES = C=CC[C@H](N)CNC.O.O.O.O.O.O.O.O.O.O.O
- HOMO energy (eV) = -8.451
- E_LUMO (eV) = -0.08
- energy relative to the best compared isomer or geometry (same formula, charge and spin) (kcal per mole) = 80.05
- F_max (eV Å⁻¹) = 3.2

```
! RIJCOSX wB97M-V def2-TZVPD def2/J DEFGRID3
* xyz 0 1
O 0.60119 -0.42325 3.77682
O -1.70264 1.79441 2.67340
O -3.30165 -2.07239 -2.80339
O 2.97636 -0.18297 2.54713
O 3.00879 -2.96864 0.81456
O -3.00031 0.84443 -2.38142
O 1.96225 1.07302 -4.13173
O -2.21049 -2.81937 0.46257
O -2.72273 -0.06088 -0.12878
O -1.41776 3.44430 -0.33765
O -0.15360 -2.93386 2.56871
N -0.19921 -0.56332 -2.17549
N -0.08225 0.13659 0.61517
C 2.17937 1.26447 0.22754
C 1.01388 -0.18485 -1.52938
C 1.14225 3.08859 1.66978
C -0.00654 -1.74683 -3.02618
C 2.18159 2.54877 1.05785
C 0.85249 0.80095 -0.35811
H -1.38239 2.01194 3.55963
H 0.53313 -0.54790 0.92687
H -0.82901 2.94455 0.24110
H -3.07902 -3.07694 0.14308
H 0.83923 -1.48041 -3.71972
H -3.24160 -2.69118 -2.07977
H -3.38410 0.32867 -0.71831
H 3.19142 2.86216 1.18541
H 2.65752 0.52826 0.89787
H 0.56560 -3.42903 2.14493
H 1.24295 3.99395 2.31529
H 0.60922 -1.37249 3.66906
H 3.00308 0.18813 3.41976
H 1.99893 -0.22809 2.43579
H -2.04214 0.96551 -2.25722
H -0.88518 -1.86671 -3.67989
H -2.29273 0.61320 0.40061
H 3.34575 -2.97035 1.70383
H 0.08387 2.86470 1.70679
H 1.81642 0.10881 -2.19322
H 0.10937 -2.70611 -2.53028
H -1.02726 -0.57428 -1.57821
H 1.01564 1.19956 -4.06149
H -0.24681 -0.19731 3.41388
H -0.87479 -3.47788 2.21099
H 2.52702 1.43820 -3.45620
H -0.37623 0.78976 1.33640
H 1.47435 -1.04520 -0.95049
H 2.87252 1.48346 -0.58488
H -3.13467 1.21057 -3.25738
H -2.65954 1.73714 2.79803
H 0.28951 1.68278 -0.67755
H 3.64762 -2.70334 0.17584
H -2.04453 -1.98857 -0.01600
H -2.21952 3.48955 0.17925
H -3.22463 -1.12425 -2.64522
*
```

---

4.
The following is a quantum chemistry calculation of a molecular structure, C40H36Cl3N2O5PPd, from the Open Molecules 2025 dataset.

Summary:
- HOMO energy (eV) = -1.631
- E_LUMO (eV) = 4.39
- energy relative to the best compared isomer or geometry (same formula, charge and spin) (kcal per mole) = 49.77
- F_max (eV Å⁻¹) = 0.8

```
! RIJCOSX wB97M-V def2-TZVPD def2/J DEFGRID3
* xyz -2 1
Pd -0.84407 -0.11689 -0.09019
Cl -3.68794 3.16583 5.28778
Cl -2.84439 1.19997 0.26660
Cl 1.33152 6.09233 -0.14696
P -1.57139 -0.60037 -2.21751
O -1.70746 -1.43682 2.54482
O 0.20932 2.34570 0.23235
O 1.80835 -3.43722 -0.60116
O -1.04443 4.19795 -0.07382
O -0.86079 -3.00683 3.90379
N -2.49233 1.18028 3.27482
N 0.62320 -1.58096 -0.20878
C -3.86153 3.59677 0.81618
C -5.03278 -2.64882 -1.07754
C -3.64057 3.32847 3.54786
C -3.11648 2.29496 2.75336
C 0.46991 -4.24131 -4.31713
C -1.19885 0.12492 5.02773
C 0.62683 1.33557 6.08139
C -0.65738 2.38118 4.34431
C -4.29547 4.62407 1.63821
C -0.15643 0.19764 5.94446
C 1.74530 2.15374 -4.31157
C 0.94757 -3.84952 -3.08213
C 1.36372 4.28404 -0.19943
C -0.39156 1.07210 -4.11428
C 2.84729 0.14740 0.80837
C -3.40728 -3.67720 0.35285
C 2.02075 -0.71282 1.76293
C 1.19233 0.85845 -2.35469
C -4.19564 4.47656 3.00953
C 1.10016 0.16743 2.59960
C -0.06223 0.54338 -2.86796
C -0.61196 -3.56644 -4.86823
C -1.45655 1.24596 4.22441
C -1.17976 -2.50596 -4.18907
C -1.99635 -1.14365 4.88478
C 2.08776 1.64989 -3.06275
C 0.01308 3.56872 0.02174
C -1.50112 -1.96575 3.66962
C 0.37072 2.43145 5.27039
C 2.24252 -3.01364 0.70141
C 1.29179 -1.87995 1.08218
C 0.91426 -2.50441 -1.03579
C -2.72065 -1.89601 -1.14314
C 0.49522 1.86104 -4.83787
C -0.70435 -2.07100 -2.94705
C -4.71648 -3.58689 -0.10560
C -3.32350 2.45648 1.37388
C -4.04063 -1.81245 -1.57882
C -2.42609 -2.84051 -0.15966
C 0.37304 -2.77726 -2.38842
H 0.93161 -5.07035 -4.83927
H 0.20475 2.25993 -5.80435
H 1.46647 0.49911 -1.37536
H -1.01142 -3.86663 -5.83046
H 1.73067 4.01158 -1.18766
H -4.69041 5.53485 1.20999
H -2.44417 0.31468 2.71632
H 0.04214 -0.67430 6.55809
H -6.05369 -2.55613 -1.43395
H 0.39904 0.72671 1.97003
H -5.48669 -4.22887 0.30783
H -1.42814 -2.91154 0.25076
H 3.61914 0.68772 1.36198
H -4.29267 -1.06685 -2.32887
H 0.53459 -0.42225 3.31886
H -4.55590 5.24085 3.68489
H 0.98100 3.32395 5.34080
H -2.02265 -1.97937 -4.61987
H -0.83920 3.22320 3.68808
H 2.44028 2.77831 -4.86196
H 2.07827 3.95945 0.55139
H 3.28078 -2.67762 0.62197
H -1.37888 0.86338 -4.52038
H 2.70738 -1.22064 2.45679
H 1.77480 -4.38047 -2.63493
H 0.50201 -2.22983 1.75416
H 1.69238 0.91121 3.13933
H 2.18114 -3.86575 1.37660
H 3.34143 -0.43457 0.02517
H -3.04888 -0.89415 4.72764
H -3.87710 3.68202 -0.25895
H 1.43252 1.35978 6.80526
H -3.15019 -4.38094 1.13575
H -1.89517 -1.75116 5.78347
H 3.05487 1.88403 -2.62940
H 2.20273 0.89307 0.33920
*
```

---

Copy entry 1 word for word.
The following is a quantum chemistry calculation of a molecular structure, C5H6LiO4Yb at a distorted geometry, from the Open Molecules 2025 dataset.

Summary:
- HOMO energy (alpha / beta) (eV) = -5.486 / -6.761
- E_LUMO (alpha / beta) (eV) = -0.48 / -0.59
- energy relative to the best compared isomer or geometry (same formula, charge and spin) (kcal per mole) = 220.25
- F_max (eV Å⁻¹) = 9.7

```
! RIJCOSX wB97M-V def2-TZVPD def2/J DEFGRID3
* xyz 0 2
Yb 4.08331 1.27681 0.06998
O -3.05020 -0.04389 0.94211
O -3.38999 -1.02886 -0.99960
O 2.96827 -0.15139 1.39414
O -1.34378 -0.40302 -0.48736
C 1.81707 -0.79224 1.01416
C -2.64417 -0.42190 -0.18606
C 1.16623 -0.42927 -0.20364
C -0.38097 0.51564 0.06115
C 1.17910 0.61552 -1.21186
Li -4.81301 -0.59232 0.26481
H 1.97404 -1.66871 -0.03683
H 0.79882 1.56642 -1.60406
H -0.88558 0.73856 1.02552
H 1.47250 0.16896 -2.17611
H 1.08982 -0.88912 1.84119
H -0.04144 1.53882 0.29246
*
```

---

Copy entry 3 word for word.
The following is a quantum chemistry calculation of 12 unconnected molecules or ions with the total composition C6H36N2O11 at a distorted geometry, from the Open Molecules 2025 dataset.

Summary:
- SMILES = C=CC[C@H](N)CNC.O.O.O.O.O.O.O.O.O.O.O
- HOMO energy (eV) = -8.451
- E_LUMO (eV) = -0.08
- energy relative to the best compared isomer or geometry (same formula, charge and spin) (kcal per mole) = 80.05
- F_max (eV Å⁻¹) = 3.2

```
! RIJCOSX wB97M-V def2-TZVPD def2/J DEFGRID3
* xyz 0 1
O 0.60119 -0.42325 3.77682
O -1.70264 1.79441 2.67340
O -3.30165 -2.07239 -2.80339
O 2.97636 -0.18297 2.54713
O 3.00879 -2.96864 0.81456
O -3.00031 0.84443 -2.38142
O 1.96225 1.07302 -4.13173
O -2.21049 -2.81937 0.46257
O -2.72273 -0.06088 -0.12878
O -1.41776 3.44430 -0.33765
O -0.15360 -2.93386 2.56871
N -0.19921 -0.56332 -2.17549
N -0.08225 0.13659 0.61517
C 2.17937 1.26447 0.22754
C 1.01388 -0.18485 -1.52938
C 1.14225 3.08859 1.66978
C -0.00654 -1.74683 -3.02618
C 2.18159 2.54877 1.05785
C 0.85249 0.80095 -0.35811
H -1.38239 2.01194 3.55963
H 0.53313 -0.54790 0.92687
H -0.82901 2.94455 0.24110
H -3.07902 -3.07694 0.14308
H 0.83923 -1.48041 -3.71972
H -3.24160 -2.69118 -2.07977
H -3.38410 0.32867 -0.71831
H 3.19142 2.86216 1.18541
H 2.65752 0.52826 0.89787
H 0.56560 -3.42903 2.14493
H 1.24295 3.99395 2.31529
H 0.60922 -1.37249 3.66906
H 3.00308 0.18813 3.41976
H 1.99893 -0.22809 2.43579
H -2.04214 0.96551 -2.25722
H -0.88518 -1.86671 -3.67989
H -2.29273 0.61320 0.40061
H 3.34575 -2.97035 1.70383
H 0.08387 2.86470 1.70679
H 1.81642 0.10881 -2.19322
H 0.10937 -2.70611 -2.53028
H -1.02726 -0.57428 -1.57821
H 1.01564 1.19956 -4.06149
H -0.24681 -0.19731 3.41388
H -0.87479 -3.47788 2.21099
H 2.52702 1.43820 -3.45620
H -0.37623 0.78976 1.33640
H 1.47435 -1.04520 -0.95049
H 2.87252 1.48346 -0.58488
H -3.13467 1.21057 -3.25738
H -2.65954 1.73714 2.79803
H 0.28951 1.68278 -0.67755
H 3.64762 -2.70334 0.17584
H -2.04453 -1.98857 -0.01600
H -2.21952 3.48955 0.17925
H -3.22463 -1.12425 -2.64522
*
```